1.
Molecular formula: C17H15ClF4N3O7STi
Method: DFT, the ωB97M-V functional and the def2-TZVPD basis

The geometry in ORCA input format:
```
! RIJCOSX wB97M-V def2-TZVPD def2/J DEFGRID3
* xyz 1 1
Ti -0.02310 -0.37889 -1.19306
C 2.68086 0.47777 -2.30037
N 2.02989 -0.78207 -1.83872
C 2.05176 -1.76334 -2.95373
C 2.81220 -1.34336 -0.69831
C 2.20020 -0.82259 0.59692
N 0.76651 -0.97092 0.35140
C 0.03853 -1.91368 1.06666
C -0.71816 -2.81637 0.32147
F -0.52373 -2.72682 -1.04313
C -1.59611 -3.70713 0.89177
F -2.31238 -4.52464 0.13006
C -1.70820 -3.75131 2.26967
C -0.93886 -2.89363 3.03309
F -1.04697 -2.91601 4.35474
C -0.07140 -1.98564 2.44911
F 0.61660 -1.12649 3.19987
H 3.70563 0.26612 -2.61198
H 2.69016 1.20639 -1.49688
H 2.13888 0.88902 -3.14562
H 3.08300 -2.04850 -3.17131
H 1.62221 -1.32616 -3.84801
H 1.48855 -2.65654 -2.68264
H 3.86756 -1.08642 -0.79667
H 2.70738 -2.42797 -0.71506
H 2.45593 0.21753 0.77723
H 2.52304 -1.41880 1.44821
H -2.39593 -4.44282 2.73552
O 1.49298 2.15962 0.07612
C 0.28154 2.18216 0.11548
N -0.50692 1.42257 -0.73408
S -2.02493 1.20449 -0.02630
O -1.82975 -0.13734 0.51819
O -3.14628 1.40990 -0.86553
C -1.83890 2.49767 1.16531
C -2.77356 3.09218 1.98479
C -2.34600 4.16974 2.75205
C -1.03346 4.62819 2.68908
C -0.10544 4.01742 1.85646
C -0.53067 2.95185 1.08474
H -3.79502 2.74067 2.03821
H -3.05036 4.66696 3.40486
H -0.73651 5.47683 3.28971
H 0.91768 4.36111 1.78601
O -1.78575 -0.79356 -4.40643
Cl -1.48682 0.01558 -3.31000
O -0.01393 0.15292 -3.16241
O -2.07013 1.27686 -3.33386
O -1.76181 -0.72256 -2.05260
*
```

Calculated values
Lowest unoccupied orbital energy, eV: -4.74
Frontier orbital gap, eV: 7.65


2.
Molecular formula: C19H25N4O7PZn
Method: DFT, the ωB97M-V functional and the def2-TZVPD basis

The geometry in ORCA input format:
```
! RIJCOSX wB97M-V def2-TZVPD def2/J DEFGRID3
* xyz 0 1
C -1.61737 0.21570 -4.15842
C -1.66606 -0.99358 -3.46414
C -1.58653 -1.00797 -2.06084
C -1.55286 0.20566 -1.35949
C -1.34203 1.39640 -2.06413
C -1.43919 1.40862 -3.46485
C -1.57642 -2.33513 -1.36036
C -0.57012 -3.36093 -1.95597
N 0.79780 -2.93342 -2.05266
Zn -2.09625 0.25107 0.49761
C -0.96629 2.67661 -1.33348
P 0.69876 2.57874 -0.67151
H -1.79915 -1.93647 -4.00584
H -1.34698 2.36012 -3.99207
H -1.70021 0.22381 -5.24670
H -1.65450 2.89722 -0.50094
H -0.95588 3.53977 -2.01988
H -1.39916 -2.23714 -0.28159
H -2.56823 -2.80844 -1.45223
H -0.56456 -4.23360 -1.28204
C 1.06539 3.85594 0.48669
C 1.86568 2.24509 -1.96053
H -0.90742 -3.67100 -2.95632
C 1.40288 -2.56748 -3.29224
C 1.63511 -2.94892 -0.89043
H 0.34024 1.18836 0.07075
H 2.18213 -3.29724 -3.57955
H 0.64097 -2.51597 -4.08164
H 1.89697 -1.58381 -3.20435
H 2.44981 -3.68487 -1.00315
H 2.11446 -1.96873 -0.73590
H 1.03330 -3.20310 -0.00903
H 2.06392 3.17376 -2.51422
H 2.80472 1.87341 -1.52708
H 1.48563 1.49478 -2.66763
H 0.36044 4.68745 0.34986
H 0.98492 3.46113 1.51068
H 2.08468 4.22513 0.30967
H 1.08101 1.32721 0.33868
O 0.52381 -0.31740 7.30774
N -0.10745 -1.29098 6.84609
O -0.44907 -2.26980 7.54291
C -0.48158 -1.28345 5.45494
C -0.21347 -0.15097 4.66814
C -0.81031 -0.02622 3.40684
C -1.62358 -1.10733 2.89130
O -2.38895 -1.03085 1.84824
C -1.60464 -2.33636 3.61268
C -1.16746 -2.38916 4.92469
N -2.08885 -3.53202 2.92071
O -2.68217 -4.38168 3.61173
O -1.83568 -3.67769 1.70997
N -0.49420 1.14891 2.66263
O 0.54213 1.77529 2.91502
O -1.30333 1.59083 1.73360
H 0.42461 0.65041 5.03370
H -1.35493 -3.26971 5.53564
*
```

Calculated values
Lowest unoccupied orbital energy (alpha / beta), eV: -0.41 / -0.48
Energy above the lowest of the compared OMol25 structures with the same formula, charge and spin, kcal per mole: 53.5
Frontier orbital gap (alpha / beta), eV: 6.23 / 6.43


3.
Molecular formula: C7H11N2S2
Method: DFT, the ωB97M-V functional and the def2-TZVPD basis

The geometry in ORCA input format:
```
! RIJCOSX wB97M-V def2-TZVPD def2/J DEFGRID3
* xyz 1 1
C -0.01377 -0.86097 -0.78499
C 3.04838 -0.35769 -0.01193
C 2.46455 0.53140 -0.78350
C -1.61035 -1.27606 0.83197
C -1.87780 -1.98223 -0.40600
C 2.90216 1.94027 -1.07832
C -0.02306 0.55890 1.24812
N -0.40324 -0.57038 0.46279
N -0.76430 -1.85210 -1.28538
S 3.55010 -1.30842 1.18369
S 1.16117 -0.21379 -1.84236
H -2.41164 -0.65612 1.12766
H -1.37686 -2.03798 1.48452
H -2.20499 -2.98736 -0.34807
H -2.69781 -1.54375 -0.97999
H 2.55268 2.56868 -0.20662
H 3.97689 2.22706 -1.25860
H 2.45113 2.41112 -2.01985
H 0.97690 0.98461 1.02877
H -0.71038 1.29182 1.24994
H -0.07467 0.03574 2.25763
H -0.78140 -2.09657 -2.30118
*
```

Calculated values
Lowest unoccupied orbital energy, eV: -4.34
Energy above the lowest of the compared OMol25 structures with the same formula, charge and spin, kcal per mole: 50.1
Frontier orbital gap, eV: 7.80